No. 1
Entry from OMol25: a structure of composition C51H37Cl3CsF6GeN11O2 (ωB97M-V with the def2-TZVPD basis set).

The geometry in XYZ format:
```
112
Properties=species:S:1:pos:R:3:forces:R:3
Cs -0.24597 0.54033 0.01337 -0.2 -0.4 -0.1
C 0.09870 -3.39721 -4.96246 0.0 0.0 0.0
N -0.45459 -2.18527 -4.40264 0.2 0.0 0.2
C -0.21125 -1.70664 -3.18020 -0.1 0.0 0.0
N -0.84589 -0.57123 -2.99626 -0.2 0.3 -0.2
C -1.49504 -0.40398 -4.17876 0.0 -0.1 0.0
N -1.27849 -1.35342 -5.06694 0.0 0.0 -0.1
C 1.61378 -3.35940 -4.99282 0.0 0.1 0.0
C 2.34728 -4.53719 -5.07172 0.0 0.0 0.0
C 3.73496 -4.50400 -5.12620 0.0 0.0 -0.1
C 4.41315 -3.29806 -5.07805 0.0 0.0 -0.1
C 3.68591 -2.11648 -4.97503 -0.1 -0.1 -0.1
C 2.29649 -2.15157 -4.94423 0.0 0.0 0.0
C 4.36667 -0.82962 -4.87763 0.2 0.1 0.1
N 5.63140 -0.57050 -4.85300 -0.1 -0.2 0.0
N 5.75115 0.80344 -4.74269 0.0 0.2 -0.2
C 4.55029 1.27812 -4.71974 0.1 -0.2 0.2
O 3.62100 0.29730 -4.78116 -0.1 0.0 -0.2
C 4.11695 2.66716 -4.60534 -0.1 0.1 0.0
C 5.07360 3.66161 -4.41258 0.0 0.0 0.0
C 4.67571 4.98139 -4.31195 0.0 0.0 0.0
C 3.33044 5.31533 -4.40652 0.0 0.0 0.0
C 2.37171 4.33246 -4.60179 -0.1 0.0 0.0
C 0.90243 4.69659 -4.66676 0.0 0.0 0.1
N 0.20063 4.25371 -3.47538 0.1 -0.1 -0.1
C -0.51926 3.13555 -3.28971 0.1 -0.1 0.0
N -0.69867 2.91869 -2.00897 -0.1 0.1 0.1
C -0.03808 3.95915 -1.41723 0.1 0.0 -0.3
N 0.52370 4.78168 -2.27975 0.2 0.1 0.3
C 2.76929 3.00294 -4.69058 0.1 0.0 0.0
H -0.32114 -3.49641 -5.96244 0.0 0.0 0.0
H -0.25207 -4.24062 -4.36232 0.0 0.0 0.0
H 0.41371 -2.21280 -2.46608 0.0 0.0 0.0
H -2.16795 0.41391 -4.37818 0.0 0.0 0.0
H 1.82789 -5.48870 -5.08933 0.0 0.0 0.0
H 4.29044 -5.43093 -5.19427 0.0 0.0 0.0
H 5.49436 -3.25785 -5.09966 0.0 0.0 0.0
H 1.74736 -1.22232 -4.87789 0.0 0.0 0.0
H 6.11594 3.38125 -4.34000 0.0 0.0 0.0
H 5.41302 5.75705 -4.15226 0.0 0.0 0.0
H 3.02065 6.34885 -4.31188 0.0 0.0 0.0
H 0.41662 4.22479 -5.52109 0.0 0.0 0.0
H 0.78470 5.77554 -4.75722 0.0 0.0 0.0
H -0.88114 2.52413 -4.10146 0.0 0.0 0.0
H 0.07614 4.04462 -0.34276 -0.1 0.0 0.0
H 2.02846 2.22259 -4.82398 0.0 0.0 0.0
C 4.34921 2.48983 -0.90987 0.0 0.0 0.0
C 5.23734 1.65067 -1.56801 0.0 0.0 0.0
C 4.97370 0.29315 -1.69963 -0.1 -0.1 0.1
C 3.79756 -0.25780 -1.17654 -0.1 0.0 -0.1
C 2.95284 0.63944 -0.55647 0.3 0.0 0.1
C 3.16785 1.97443 -0.36873 -0.2 0.2 -0.1
C 3.43881 -1.69430 -1.27708 -0.1 -0.1 0.0
C 4.32950 -2.64290 -1.84712 0.0 0.0 0.1
C 3.96336 -3.95248 -1.90707 0.0 0.0 0.1
C 2.70829 -4.35581 -1.39860 0.0 0.1 0.0
C 2.24220 -5.69002 -1.42425 0.0 0.0 0.0
C 1.00204 -5.99929 -0.93788 0.1 0.0 0.0
C 0.16610 -4.98952 -0.41280 0.0 0.1 0.0
C 0.59843 -3.69453 -0.36880 0.0 0.1 -0.1
C 1.88129 -3.34543 -0.85522 0.1 -0.1 0.0
N 2.25761 -2.03789 -0.81318 0.0 0.1 0.0
H 4.55683 3.54853 -0.81053 0.0 0.0 0.0
H 6.14315 2.05438 -2.00243 0.0 0.0 0.0
H 5.68174 -0.33001 -2.23062 0.0 0.0 0.0
H 2.45208 2.62297 0.13495 0.0 -0.2 0.1
H 5.28597 -2.32840 -2.24066 0.0 0.0 0.0
H 4.62228 -4.69168 -2.34876 0.0 0.0 0.0
H 2.88246 -6.45819 -1.84440 0.0 0.0 0.0
H 0.64288 -7.01982 -0.97269 0.0 0.0 0.0
H -0.83397 -5.22950 -0.07402 0.0 0.0 0.0
H -0.06142 -2.89488 -0.04679 0.1 -0.1 0.2
C -5.32616 1.02789 1.14387 0.0 0.0 0.1
C -4.15690 0.62064 0.48600 0.0 0.0 -0.1
N -3.19582 -0.06252 1.06462 -0.1 0.1 0.0
C -3.34371 -0.40163 2.35821 0.0 0.0 0.1
C -4.46922 -0.03448 3.11528 0.0 0.0 -0.2
C -5.47664 0.70019 2.46431 0.0 0.0 0.0
C -4.56808 -0.40730 4.49514 0.0 -0.1 0.1
C -3.58737 -1.11831 5.08711 -0.1 0.1 0.0
C -2.42927 -1.52479 4.34752 0.1 -0.1 0.0
C -1.40114 -2.28329 4.93647 0.0 0.0 -0.1
C -0.32399 -2.65776 4.17718 -0.1 0.0 0.1
C -0.29308 -2.26244 2.83321 0.0 0.0 -0.1
N -1.23108 -1.54792 2.25179 0.2 -0.1 0.1
C -2.29369 -1.17890 2.99113 0.0 0.0 0.1
H -6.08370 1.57848 0.60382 0.0 0.0 0.0
H -4.01496 0.84935 -0.56441 0.0 0.0 0.0
H -6.36185 0.99193 3.01778 0.0 0.0 0.0
H -5.44934 -0.10476 5.04829 0.0 0.0 0.0
H -3.65601 -1.40178 6.13069 0.0 0.0 0.0
H -1.47719 -2.56063 5.98141 0.0 0.0 0.0
H 0.48854 -3.24137 4.58745 0.0 0.0 0.0
H 0.54627 -2.55585 2.20926 0.0 0.0 0.0
Cl -3.40369 -3.93579 0.75551 0.0 0.0 0.0
Ge -2.73260 -2.54022 -0.95256 -0.1 -0.1 -0.2
Cl -4.80035 -1.88392 -1.71996 0.0 0.0 0.1
Cl -2.48344 -4.23510 -2.59675 0.0 0.0 0.1
C -0.94744 3.52124 3.27362 0.0 0.0 0.0
C 0.43992 3.25420 2.65740 0.0 0.0 -0.1
O 0.38768 2.78450 1.40329 0.1 0.3 0.1
C 1.15886 2.21565 3.56205 0.0 0.0 0.0
F 2.40066 1.92244 3.14799 0.0 0.0 0.0
F 1.26030 2.57795 4.86365 0.0 0.0 0.0
F 0.46754 1.05449 3.54895 0.0 0.0 0.0
C 1.23398 4.58746 2.67339 0.0 0.0 0.0
F 1.37219 5.14908 3.89882 0.0 0.0 0.0
F 2.47464 4.46312 2.17076 0.0 0.0 0.0
F 0.60408 5.50457 1.91236 0.0 0.0 0.0
H -1.49518 2.57907 3.28674 0.0 0.0 0.0
H -1.47444 4.21538 2.62117 0.0 0.0 0.0
H -0.90235 3.92938 4.28452 0.0 0.0 0.0
```
Positions in Å, forces in eV/Å.

Results
energy above the lowest of the compared OMol25 structures with the same formula, charge and spin: 0.767 eV
HOMO energy (alpha / beta): -5.2 / -5.2 eV
LUMO level (alpha / beta): 1.48 / 1.48 eV
Kohn-Sham gap (alpha / beta): 6.701 / 6.698 eV
2S+1: 2
net charge: -1
molecular weight: 1261.79 g/mol
F_max: 0.48 eV Å⁻¹



No. 2
Entry from OMol25: a structure of composition C21H28ClN3O2SSc at a distorted geometry (ωB97M-V with the def2-TZVPD basis set).

The geometry in XYZ format:
```
57
Properties=species:S:1:pos:R:3:forces:R:3
Sc 0.89772 -0.24877 -0.16200 1.1 -4.6 2.2
Cl -1.50967 -0.28931 0.84854 -0.1 0.0 0.1
N -0.34726 -1.44369 -1.82294 0.2 1.3 -2.6
N 1.24486 0.58496 2.07655 0.8 2.7 0.0
C -0.22973 -0.92971 -3.03716 0.1 -1.4 3.3
C 1.45630 1.88734 2.17487 -0.5 -3.7 -0.4
C -1.11432 -2.71238 -1.95397 0.5 0.3 0.6
C -0.97720 -3.01361 -3.43987 0.2 0.2 -0.8
C -2.55708 -2.45236 -1.56313 -0.4 0.3 -0.2
C -0.50393 -3.75181 -1.02988 0.2 -0.2 -0.2
H -3.01379 -1.76069 -2.29048 0.0 -0.2 0.2
H -2.58582 -1.97808 -0.57712 -0.1 -0.2 -0.2
H -3.11565 -3.39951 -1.56541 0.0 0.2 0.0
H 0.56529 -3.87049 -1.23846 -0.2 0.0 0.1
H -1.01790 -4.70707 -1.16750 0.0 -0.1 0.1
H -0.60953 -3.42993 0.01379 0.0 -0.1 -0.3
C 1.30668 0.00277 3.44977 0.1 -0.4 -1.0
C 1.42804 1.23974 4.33320 0.0 0.8 0.1
C 2.51223 -0.92816 3.52645 0.2 0.2 0.0
C 0.04423 -0.79028 3.70458 -0.4 -0.1 0.1
H -0.83253 -0.16868 3.50128 0.1 -0.2 0.1
H 0.03421 -1.14304 4.74441 0.0 0.0 -0.1
H -0.00711 -1.65058 3.02438 0.0 0.2 0.2
H 3.43381 -0.34364 3.40816 -0.1 -0.2 0.0
H 2.44981 -1.66901 2.71868 0.1 0.2 0.3
H 2.51969 -1.43171 4.49987 0.1 0.0 -0.1
O 1.59341 2.37385 3.39682 0.2 0.1 1.0
H 2.29744 1.23983 5.01116 -0.3 0.0 -0.3
H 0.51381 1.43880 4.90687 0.2 0.0 -0.1
O -0.57316 -1.71183 -4.04200 -0.6 -0.8 -0.6
H -1.91033 -3.31855 -3.94386 0.4 0.2 0.3
H -0.18332 -3.74168 -3.65798 -0.1 0.3 0.0
C 0.28135 0.45758 -3.23943 1.4 -0.8 0.8
C 1.54455 2.76699 0.97490 1.2 -1.1 -0.4
C 0.42278 2.48144 0.03143 -4.0 1.7 -1.4
H 2.51290 2.50364 0.42119 -1.2 0.4 0.9
H 1.56333 3.79977 1.27537 0.0 0.4 0.1
C 0.36971 1.51893 -0.91990 6.4 -0.4 -1.0
C -0.20722 1.32211 -2.11586 -3.7 2.8 0.1
H 2.76519 -1.07670 -0.42506 -0.2 3.1 -1.4
C -1.42157 2.08326 -2.16061 2.3 -1.1 -0.1
C -1.61996 2.95926 -1.09961 -2.6 1.2 -0.9
C -2.34356 1.81295 -3.26480 -1.4 0.6 -0.5
C -0.79851 3.22697 -0.03930 2.9 -0.7 1.0
H -2.53979 3.57524 -1.16871 0.4 -0.4 0.2
C -1.05417 4.15629 1.07129 -1.3 1.1 0.3
H -2.01413 4.66899 0.91941 0.1 0.0 0.2
H -0.27964 4.92391 1.15215 0.0 0.0 0.1
H -1.12000 3.62279 2.02810 0.1 0.1 -0.2
H -1.85012 1.88732 -4.23884 -0.1 0.0 0.1
H -3.17358 2.52929 -3.24970 0.0 -0.1 -0.2
H -2.78600 0.81009 -3.17437 0.2 0.1 0.0
H -0.00974 0.83008 -4.20770 0.0 0.1 -0.3
H 1.42186 0.42569 -3.15620 -1.3 -0.1 -0.3
S 4.19990 -3.92658 0.04237 1.3 -0.8 -0.3
C 2.94828 -2.99439 0.26844 -5.6 2.6 1.6
N 1.97894 -2.24768 0.42783 3.3 -3.8 -0.1
```
Positions in Å, forces in eV/Å.

Results
energy above the lowest of the compared OMol25 structures with the same formula, charge and spin: 2.835 eV
HOMO energy: -2.2 eV
LUMO level: 2.72 eV
Kohn-Sham gap: 4.945 eV
net charge: -1
molecular weight: 466.95 g/mol
F_max: 6.45 eV Å⁻¹



No. 3
Entry from OMol25: an isolated molecule of C5H8O2 at a distorted geometry (ωB97M-V with the def2-TZVPD basis set).

The geometry in XYZ format:
```
15
Properties=species:S:1:pos:R:3:forces:R:3
O 2.98324 0.59239 -1.54968 -0.2 -0.5 -0.5
C 2.07751 -0.10117 -1.14875 1.2 0.9 1.0
C 1.09049 0.46134 -0.16938 -1.0 -1.1 -0.9
C -0.35184 0.20019 -0.68073 -0.6 0.4 1.9
C -1.32488 0.43229 0.53717 0.0 0.0 -0.2
C -1.45598 -0.86808 1.31599 -0.3 -0.2 0.4
O -1.90128 -1.88239 0.83536 0.2 0.4 -0.2
H 2.04827 -1.17991 -1.35707 -0.2 -0.2 -0.3
H 1.15192 -0.13008 0.74951 0.4 0.2 0.1
H 1.35178 1.50118 -0.01003 -0.2 0.1 0.2
H -0.61380 0.80281 -1.54334 0.0 -0.1 -0.1
H -0.50765 -0.86834 -0.82838 0.3 0.1 -0.9
H -1.01249 1.26253 1.17291 0.3 -0.2 0.1
H -2.36214 0.67701 0.28998 0.1 -0.1 -0.6
H -1.17316 -0.89977 2.38643 0.1 0.3 0.0
```
Positions in Å, forces in eV/Å.

Results
energy above the lowest of the compared OMol25 structures with the same formula, charge and spin: 1.290 eV
SMILES: O=CCCCC=O
HOMO energy: -9.9 eV
LUMO level: 0.60 eV
Kohn-Sham gap: 10.543 eV
molecular weight: 100.12 g/mol
F_max: 2.06 eV Å⁻¹



No. 4
Entry from OMol25: a structure of composition C30H20N4O2S4W (ωB97M-V with the def2-TZVPD basis set).

The geometry in XYZ format:
```
61
Properties=species:S:1:pos:R:3:forces:R:3
W 0.00731 -0.41466 -0.59594 0.3 0.1 0.0
O 1.24832 -1.95881 -0.88640 -0.1 0.1 0.2
C 1.40675 -3.15680 -0.34877 -0.1 0.1 -0.1
C 2.67278 -3.60860 0.02575 -0.1 -0.1 0.0
C 2.80195 -4.88920 0.52604 0.1 0.1 0.0
C 1.70127 -5.74238 0.64791 0.0 0.0 0.0
C 0.45619 -5.30222 0.25831 0.0 0.0 0.0
C 0.29899 -4.00036 -0.23234 0.1 0.0 0.0
C -0.98238 -3.53077 -0.67016 0.0 0.1 0.0
N -1.30706 -2.33040 -0.99405 -0.1 -0.1 0.0
C -2.75044 -2.19944 -1.30492 0.1 0.0 0.0
C -3.06589 -0.74890 -1.58457 0.0 0.1 0.0
N -2.28298 -0.03157 -0.57824 -0.1 -0.1 0.0
C -2.94494 0.45509 0.41207 0.0 0.0 0.0
C -2.43504 0.63231 1.73565 0.0 0.0 0.0
C -3.12325 1.38848 2.69945 0.0 0.0 0.0
C -2.75491 1.32585 4.01882 0.0 0.0 0.0
C -1.72912 0.44943 4.40544 0.0 0.0 0.0
C -1.06710 -0.33057 3.48789 0.0 0.0 0.0
C -1.38361 -0.21795 2.12495 0.1 0.0 0.0
O -0.72800 -0.93554 1.23478 0.1 0.0 -0.3
H 3.51720 -2.94212 -0.07972 0.0 0.0 0.0
H 3.78059 -5.24000 0.82833 0.0 0.0 0.0
H 1.83065 -6.74151 1.03984 0.0 0.0 0.0
H -0.40920 -5.95097 0.32935 0.0 0.0 0.0
H -1.76857 -4.28921 -0.70178 0.0 0.0 0.0
H -3.31387 -2.52710 -0.42785 0.0 0.0 0.0
H -3.00846 -2.83873 -2.15070 0.0 0.0 0.0
H -4.13293 -0.55213 -1.46676 0.0 0.0 0.0
H -2.77842 -0.47093 -2.59115 0.0 0.0 0.0
H -4.01458 0.61648 0.26694 0.0 0.0 0.0
H -3.94166 2.02468 2.38275 0.0 0.0 0.0
H -3.26024 1.92990 4.75957 0.0 0.0 0.0
H -1.44824 0.38762 5.44938 0.0 0.0 0.0
H -0.26569 -0.99782 3.77404 0.0 0.0 0.0
S 1.92359 -0.24037 1.03231 0.0 0.0 0.0
C 1.49394 1.07145 2.10249 0.1 0.0 0.1
C 2.07731 1.17907 3.36462 0.0 0.0 -0.1
C 1.72011 2.21610 4.20817 0.0 0.1 0.0
C 0.77506 3.15363 3.80413 0.0 0.0 0.1
C 0.19730 3.05357 2.55012 0.0 0.0 -0.1
C 0.56190 2.01687 1.69576 -0.1 0.1 0.0
S -0.13267 1.90743 0.08152 0.0 0.0 -0.1
H 2.80255 0.43991 3.68225 0.0 0.0 0.0
H 2.17710 2.29120 5.18656 0.0 0.0 0.0
H 0.48869 3.96064 4.46581 0.0 0.0 0.0
H -0.54282 3.77482 2.22597 0.0 0.0 0.0
S 2.17246 0.37354 -1.75393 -0.2 -0.1 0.0
C 1.79871 1.49372 -2.98360 0.0 0.1 0.0
C 2.76892 2.30879 -3.58907 0.0 0.0 0.0
C 2.40785 3.18461 -4.59084 0.0 0.0 0.0
C 3.42044 4.00114 -5.20322 0.0 0.0 0.0
N 4.23555 4.64316 -5.69565 0.0 0.0 0.0
C 1.06145 3.28813 -5.00799 0.0 0.0 0.0
C 0.10231 2.49615 -4.40477 0.0 0.0 0.0
C 0.47796 1.60514 -3.40338 0.0 0.0 0.0
S -0.69220 0.56463 -2.66824 0.0 0.0 0.1
C 0.67351 4.20503 -6.03973 0.0 0.0 0.0
N 0.33596 4.92705 -6.86755 0.0 0.0 0.0
H 3.80134 2.25048 -3.27301 0.0 0.0 0.0
H -0.93174 2.57302 -4.71265 0.0 0.0 0.0
```
Positions in Å, forces in eV/Å.

Results
energy above the lowest of the compared OMol25 structures with the same formula, charge and spin: 0.609 eV
HOMO energy: -7.2 eV
LUMO level: -1.66 eV
Kohn-Sham gap: 5.515 eV
molecular weight: 780.62 g/mol
F_max: 0.32 eV Å⁻¹



> Which formula does entry 3 have?

C5H8O2